Entry 1:
78
Properties=species:S:1:pos:R:3:forces:R:3 method="wB97M-V/def2-TZVPD" homo_energy_ev="-2.2 / -3.5" lumo_ev="2.5 / 2.5" de_lowest_kcal_mol=2.91 charge=-1 multiplicity=4 homo_lumo_gap_ev="4.725 / 6.020" s2=3.821
O -0.341 2.069 -3.290 0.7 0.9 -0.6
C 0.691 2.977 -3.801 -0.6 -0.2 0.6
C -0.333 4.106 -3.990 -0.4 -0.1 -0.1
H 1.234 2.616 -4.692 -0.3 0.0 0.4
H 1.367 3.180 -2.967 0.3 0.0 -0.3
C -1.321 3.134 -3.275 0.3 0.1 0.1
H -0.651 4.301 -5.028 0.3 -0.1 0.3
H -0.100 5.056 -3.485 -0.2 -0.4 -0.1
C -2.571 2.754 -4.040 -0.4 -0.3 0.0
H -2.396 2.266 -5.008 0.2 0.2 0.2
H -3.169 3.658 -4.209 0.0 -0.2 0.0
H -3.152 2.051 -3.415 0.1 0.3 -0.3
C -1.702 3.449 -1.840 -0.2 0.4 0.0
H -0.940 4.039 -1.303 -0.3 -0.2 -0.2
H -1.835 2.509 -1.299 0.1 0.1 -0.1
H -2.677 3.969 -1.867 0.5 0.1 0.4
Co 0.271 -0.082 1.418 0.1 1.4 1.2
C 0.968 2.100 2.797 1.0 -0.4 -0.7
C 1.819 1.028 2.381 0.9 1.8 -0.8
C 1.852 1.024 0.917 0.9 1.6 0.7
H 2.539 0.497 2.998 -0.6 0.1 -0.1
C 1.018 2.127 0.488 0.7 0.1 0.7
C 0.532 2.793 1.640 0.3 -0.2 -0.4
H -0.052 3.714 1.649 -0.1 -0.5 -0.1
H 0.735 2.333 3.835 0.0 0.0 -0.4
H 2.561 0.491 0.287 0.0 0.2 0.3
H 0.915 2.451 -0.547 -0.2 -0.2 0.3
C -1.738 0.668 3.333 -0.3 -0.6 -1.1
C -2.223 1.733 2.556 -0.7 -0.1 -0.4
C -2.306 1.328 1.209 0.4 -0.4 0.4
H -2.509 2.718 2.928 0.1 -0.3 -0.1
C -1.716 0.026 1.067 -2.0 -0.2 1.3
C -1.429 -0.432 2.449 -2.1 0.4 -0.2
H -1.536 -1.470 2.750 0.3 0.3 0.0
H -1.722 0.630 4.419 0.2 0.1 -0.3
H -2.815 1.837 0.397 0.4 0.3 0.2
H -1.936 -0.666 0.254 -0.1 0.3 0.1
O -0.187 -0.396 -3.978 0.2 -1.0 -2.4
C -0.524 0.082 -5.319 -0.1 0.8 0.3
C 0.169 -0.748 -6.409 -0.4 -0.6 0.5
H -0.197 1.128 -5.428 -0.1 -0.3 0.3
H -1.620 0.098 -5.474 0.4 -0.2 0.4
C 1.126 -1.677 -5.633 0.2 0.4 0.2
H 0.696 -0.124 -7.148 -0.3 -0.2 0.3
H -0.601 -1.339 -6.916 0.3 0.1 -0.2
C 0.813 -1.432 -4.129 0.2 0.3 0.6
H 2.159 -1.375 -5.860 -0.2 -0.3 0.2
H 0.985 -2.729 -5.908 0.1 0.3 0.1
H 1.703 -1.066 -3.572 -0.4 -0.4 -0.4
H 0.470 -2.353 -3.622 0.0 0.4 -0.2
C -1.207 -3.422 1.289 -0.3 -0.2 -0.3
Si 0.506 -2.636 1.232 0.5 0.8 2.7
C 1.643 -4.093 1.390 0.3 -0.7 -0.8
C 0.701 -1.686 -0.394 0.3 -0.3 -0.9
C 1.093 -1.461 2.640 0.3 -2.2 0.8
Si 0.888 -1.600 4.546 -0.2 0.5 -2.3
C 2.417 -2.458 5.205 0.3 -0.3 0.4
C 0.841 0.038 5.498 0.1 0.1 0.4
C -0.633 -2.565 5.069 -0.2 -0.3 0.5
H -1.130 -4.363 0.722 -0.1 0.1 0.1
H -2.006 -2.834 0.822 0.2 0.0 0.2
H -1.533 -3.681 2.304 0.2 0.1 -0.2
H 1.438 -4.780 0.561 0.3 -0.3 0.0
H 2.695 -3.796 1.354 0.0 0.0 0.0
H 1.475 -4.628 2.330 -0.1 0.2 -0.1
H -0.199 -1.226 -0.823 0.2 -0.3 0.1
H 1.460 -0.894 -0.354 -0.2 -0.4 0.0
H 1.092 -2.383 -1.144 -0.1 -0.1 0.0
H 2.218 -1.452 2.586 -0.6 -0.2 -0.4
H 3.336 -1.897 4.990 -0.2 0.0 -0.1
H 2.352 -2.556 6.297 0.0 0.0 0.0
H 2.540 -3.463 4.789 0.0 0.1 0.0
H -0.147 0.513 5.496 0.3 -0.1 -0.1
H 1.097 -0.155 6.555 0.0 0.0 -0.2
H 1.568 0.767 5.116 -0.2 -0.2 0.1
H -1.582 -2.063 4.842 0.3 0.0 0.0
H -0.644 -3.559 4.604 0.0 0.1 0.0
H -0.605 -2.713 6.160 0.0 0.0 -0.1

Entry 2:
17
Properties=species:S:1:pos:R:3:forces:R:3 method="wB97M-V/def2-TZVPD" homo_energy_ev=-9.2 lumo_ev=1.0 de_lowest_kcal_mol=87.02 multiplicity=1 homo_lumo_gap_ev=10.131 smiles=CO[C@H]1C[C@H]1CO
C 2.172 0.629 -0.040 0.3 0.1 0.0
O 0.870 0.387 -0.535 0.1 -0.1 -0.2
C 0.351 -0.800 0.017 0.3 -0.2 0.2
C -0.237 -0.578 1.349 0.4 0.5 0.2
C -1.136 -0.775 0.057 0.0 0.8 1.3
C -1.840 0.373 -0.656 -0.2 0.2 0.5
O -1.437 0.568 -1.994 0.3 0.0 0.0
H 2.848 -0.185 -0.336 0.0 0.1 0.0
H 2.186 0.711 1.058 -0.1 0.0 -0.2
H 2.523 1.567 -0.473 -0.1 -0.1 0.0
H 0.968 -1.666 -0.222 -0.2 -0.1 0.1
H -0.238 -1.454 2.007 -0.3 0.5 -0.1
H -0.214 0.389 1.826 0.5 0.2 0.0
H -1.718 -1.412 0.691 -0.8 -1.8 -1.8
H -2.914 0.177 -0.725 0.2 0.0 0.3
H -1.690 1.277 -0.054 -0.1 0.2 -0.2
H -0.496 0.792 -1.972 -0.1 -0.1 0.0

Entry 3:
57
Properties=species:S:1:pos:R:3:forces:R:3 method="wB97M-V/def2-TZVPD" homo_energy_ev=-7.7 lumo_ev=0.5 de_lowest_kcal_mol=0.79 multiplicity=1 homo_lumo_gap_ev=8.238 smiles="CCCCN(CCCC)CCn1cnc2c([nH]c3ccc(OC)cc32)c1=O"
C -3.904 -3.775 1.638 0.2 0.1 0.0
C -3.098 -2.691 0.934 -0.3 -0.1 -0.1
C -3.881 -2.057 -0.212 0.4 0.1 0.0
C -3.072 -0.967 -0.923 -0.3 -0.2 0.2
N -2.757 0.138 -0.026 0.1 0.1 0.0
C -1.349 0.344 0.190 0.3 0.1 -0.2
H -1.219 1.005 1.054 0.1 0.0 0.0
C -0.582 0.938 -1.018 -0.7 -0.2 0.1
N 0.845 0.843 -0.810 0.4 -0.2 -0.1
C 1.529 1.866 -0.227 0.1 0.4 0.2
N 2.783 1.884 0.053 0.1 0.4 0.2
C 3.469 0.760 -0.272 -0.7 -0.9 -0.5
C 2.857 -0.345 -0.869 0.2 0.6 0.3
N 3.781 -1.328 -1.081 -0.4 -0.4 -0.2
C 4.997 -0.884 -0.634 0.3 0.5 0.3
C 6.234 -1.510 -0.632 0.0 0.0 0.0
C 7.315 -0.826 -0.114 0.1 0.0 0.0
C 7.181 0.472 0.403 -0.3 0.2 0.0
C 5.946 1.104 0.404 0.3 -0.2 0.0
C 4.849 0.429 -0.114 0.2 -0.4 -0.1
H 5.850 2.101 0.801 0.0 0.2 0.1
O 8.215 1.195 0.927 -0.2 0.1 0.0
C 9.499 0.624 0.957 0.2 -0.1 0.0
H 10.143 1.377 1.410 0.0 -0.1 0.0
H 9.865 0.397 -0.050 0.0 0.0 0.0
H 9.525 -0.285 1.568 0.0 0.0 0.0
H 8.277 -1.313 -0.112 0.1 0.0 0.0
H 6.354 -2.508 -1.025 0.0 -0.1 0.0
H 3.580 -2.220 -1.501 0.0 0.1 0.0
C 1.457 -0.367 -1.169 0.1 0.1 0.0
O 0.821 -1.281 -1.670 0.0 -0.2 -0.1
H 0.946 2.744 0.013 -0.2 0.0 0.0
H -0.855 1.982 -1.175 0.1 0.0 0.0
H -0.822 0.356 -1.912 0.0 0.2 0.1
H -0.900 -0.622 0.433 0.1 0.1 0.0
C -3.500 1.358 -0.277 -0.3 -0.2 0.1
C -4.973 1.218 0.106 0.2 0.5 -0.2
C -5.703 2.557 0.028 -0.1 -0.3 0.0
C -7.177 2.417 0.388 0.2 0.2 -0.1
H -7.286 2.032 1.400 -0.1 0.0 0.1
H -7.673 1.731 -0.294 -0.1 -0.1 0.0
H -7.678 3.381 0.331 -0.1 0.0 0.0
H -5.229 3.268 0.709 0.1 0.1 0.0
H -5.613 2.959 -0.984 0.1 0.1 0.0
H -5.032 0.825 1.122 0.0 -0.1 0.0
H -5.461 0.506 -0.561 -0.1 -0.1 0.0
H -3.058 2.147 0.339 0.0 0.0 0.0
H -3.433 1.676 -1.333 0.0 0.1 0.0
H -3.638 -0.603 -1.790 0.1 0.0 0.0
H -2.149 -1.418 -1.297 0.0 0.0 -0.1
H -4.145 -2.824 -0.943 -0.1 -0.1 0.0
H -4.805 -1.632 0.182 -0.1 0.0 0.0
H -2.173 -3.122 0.543 0.1 0.0 0.0
H -2.831 -1.910 1.648 0.1 0.0 0.0
H -4.822 -3.361 2.050 -0.1 0.0 0.1
H -3.330 -4.214 2.451 0.0 -0.1 0.1
H -4.170 -4.567 0.941 -0.1 -0.1 0.0

Entry 4:
13
Properties=species:S:1:pos:R:3:forces:R:3 method="wB97M-V/def2-TZVPD" homo_energy_ev=-8.4 lumo_ev=1.0 de_lowest_kcal_mol=116.68 multiplicity=1 homo_lumo_gap_ev=9.432 smiles="C=CN1CCO1"
C -2.087 -0.091 0.199 0.5 2.6 -0.1
C -1.158 -0.962 -0.128 0.3 2.4 0.8
C 0.665 0.794 -0.438 -1.8 -1.8 4.9
C 1.818 0.079 0.260 2.6 0.7 -1.6
N 0.067 -0.635 -0.617 2.5 1.8 -0.9
O 1.279 -1.232 0.042 -0.9 0.6 -0.3
H -3.077 -0.400 0.307 -1.4 -0.6 0.5
H -1.918 1.004 0.260 -0.1 -0.9 -0.3
H -1.442 -1.918 0.018 -0.1 -3.5 -0.2
H 0.144 1.417 0.409 0.4 -0.9 -2.0
H 0.907 1.353 -1.278 0.0 0.7 -1.7
H 2.809 0.343 -0.370 -1.8 -1.2 1.6
H 1.994 0.248 1.339 -0.1 0.1 -0.6

E across the listed records, respectively: -3130.977987, -346.886763, -1187.739872, -286.445707 Ha.